C4H8Cl2NO | the ωB97M-V functional and the def2-TZVPD basis

Results
E_LUMO, Eh: -0.172
Orbital gap, eV: 8.2
Calculated total energy, eV: -32849.8480
HOMO, hartree: -0.474

```
! wB97M-V def2-TZVPD RIJCOSX def2/J DEFGRID3
* xyz 1 1
C -1.1317 -0.5718 -1.4366
C -1.2038 -0.3922 -0.1205
C -0.4443 -1.7580 -1.9835
C 1.0806 1.0853 0.6251
N 1.1438 0.7551 2.0952
O 0.9647 2.3693 0.6123
Cl -1.9198 1.0513 0.6082
Cl -0.7080 -1.5255 1.0632
H 0.3965 -2.1675 -1.3129
H -1.1656 -2.6007 -2.2163
H -0.0381 -1.5273 -2.9596
H -1.3985 0.1883 -2.0773
H 0.5722 1.4324 2.5539
H 2.0833 0.8857 2.4557
H 0.8528 -0.2418 2.2284
H 0.9158 3.0175 -0.1353
*
```

Results of the Löwdin charge analysis, in e, for atoms 1 through 4: -0.231 -1.124 -0.110 -0.063

***

C4H8Cl2NP | the ωB97M-V functional and the def2-TZVPD basis

Results
E_LUMO, Eh: -0.012
Orbital gap, eV: 8.2
Calculated total energy, eV: -40100.0496
HOMO, hartree: -0.312

```
! wB97M-V def2-TZVPD RIJCOSX def2/J DEFGRID3
* xyz 0 1
C 0.1380 -0.1109 -1.2375
C 1.1635 0.7462 -0.3576
C -1.3814 0.2016 -1.0562
C 1.4534 0.1821 0.9910
N -1.7753 0.0135 0.3218
P -0.7994 -0.5232 1.4115
Cl -1.5907 -0.0683 3.1120
Cl -0.9806 -2.5573 1.5358
H 0.3834 -0.0020 -2.2358
H 0.2549 -1.1144 -0.8318
H 1.8752 0.6658 -1.1598
H 0.9061 1.7586 -0.2403
H -1.6180 1.1960 -1.4306
H -1.9056 -0.5464 -1.6848
H 2.0707 -0.6983 0.9435
H 1.8060 0.8570 1.9189
*
```

Results of the Löwdin charge analysis, in e, for atoms 1 through 4: -0.207 -0.283 -0.325 -0.100

***

C4H8Cl2Si | the ωB97M-V functional and the def2-TZVPD basis

Results
E_LUMO (spin up / spin down), Eh: -0.026 / -0.001
Orbital gap (spin up / spin down), eV: 7.9 / 7.7
Calculated total energy, eV: -37195.2294
HOMO (spin up / spin down), hartree: -0.317 / -0.283

```
! wB97M-V def2-TZVPD RIJCOSX def2/J DEFGRID3
* xyz 0 1
C 1.7372 -2.4600 -0.3861
C 2.0909 -1.2583 -0.7163
C 0.0335 2.3834 0.6682
C -1.6916 -0.0376 -0.5071
Si -0.5229 0.5913 0.8388
Cl -3.0524 1.1045 -0.8300
Cl -2.3236 -1.6491 0.1852
H 2.2271 -3.4074 -0.5538
H 0.7914 -2.7013 0.1134
H 2.8037 -0.5759 -1.1022
H 0.6861 2.5358 -0.1915
H -0.8942 3.0088 0.5623
H 0.7403 2.5032 1.4800
H -1.3249 -0.2771 -1.5049
H -1.3006 0.2397 1.9439
*
```

Results of the Löwdin charge analysis, in e, for atoms 1 through 4: -0.136 0.027 -0.274 -1.200

***

C4H8Cl2Si | the ωB97M-V functional and the def2-TZVPD basis

Results
E_LUMO, Eh: 0.023
Orbital gap, eV: 10.2
Calculated total energy, eV: -37201.9712
HOMO, hartree: -0.353

```
! wB97M-V def2-TZVPD RIJCOSX def2/J DEFGRID3
* xyz 0 1
C 1.7283 -0.7243 -0.9019
C 0.6113 -0.1973 -0.0713
C 0.9198 1.0267 0.7546
C -0.6616 -0.6348 -0.2755
Si -2.2884 0.0321 0.5384
Cl -2.8560 1.8689 -0.2058
Cl -3.7281 -1.3795 0.0444
H 1.7181 -1.8549 -0.9173
H 1.7113 -0.2699 -1.8696
H 2.6595 -0.4933 -0.5326
H 0.7969 1.9338 0.0575
H 2.0702 1.0200 0.9530
H 0.2761 1.1008 1.5597
H -0.5730 -1.4723 -1.0585
H -2.3844 0.0440 1.9248
*
```

Results of the Löwdin charge analysis, in e, for atoms 1 through 4: -0.080 -0.442 -0.075 -0.212

***

C4H8Cl2Si | the ωB97M-V functional and the def2-TZVPD basis

Results
E_LUMO (spin up / spin down), Eh: 0.030 / -0.115
Orbital gap (spin up / spin down), eV: 7.2 / 6.9
Expectation value of S²: 2.006
Calculated total energy, eV: -37197.5531
HOMO (spin up / spin down), hartree: -0.233 / -0.370

```
! wB97M-V def2-TZVPD RIJCOSX def2/J DEFGRID3
* xyz 0 3
C 0.8025 0.7883 1.9813
C -0.0083 1.5998 1.3158
C 0.3619 -0.9662 -0.9013
C -1.1424 -0.6519 -0.8007
Si -1.5380 0.9128 0.5254
Cl -2.7547 2.3438 -0.2093
Cl -2.7059 0.0195 1.9274
H 1.6646 1.0983 2.4684
H 0.6616 -0.3575 1.9720
H 0.2487 2.6707 1.3734
H 1.1628 -0.2844 -1.4213
H 0.8708 -1.0584 0.1509
H 0.5314 -2.0107 -1.3836
H -1.6354 -1.4539 -0.2215
H -1.5514 -0.6525 -1.8074
*
```

Results of the Löwdin charge analysis, in e, for atoms 1 through 4: -0.105 -0.289 -0.224 -0.316

***

C4H8Cl4 | the ωB97M-V functional and the def2-TZVPD basis

Results
E_LUMO, Eh: 0.022
Orbital gap, eV: 11.3
Calculated total energy, eV: -54367.8001
HOMO, hartree: -0.392

```
! wB97M-V def2-TZVPD RIJCOSX def2/J DEFGRID3
* xyz 0 1
Cl -7.4669 -22.9129 3.6835
C -8.6239 -24.1814 4.1662
C -9.9397 -24.0732 3.4156
Cl -9.7441 -24.2648 1.6626
H -8.7622 -24.0382 5.2314
H -8.2112 -25.1642 3.9445
H -10.3924 -23.0996 3.5976
H -10.6234 -24.8542 3.7388
Cl -7.3790 -25.9176 8.7246
C -8.2858 -24.4183 9.0442
C -9.7927 -24.6457 8.9341
Cl -10.2537 -25.2171 7.3157
H -8.0413 -23.6277 8.3361
H -8.0135 -24.0633 10.0346
H -10.2507 -23.6629 9.0596
H -10.2129 -25.3185 9.6736
*
```

Results of the Löwdin charge analysis, in e, for atoms 1 through 4: 0.530 -0.674 -0.677 0.541

***

C4H8Cl4 | the ωB97M-V functional and the def2-TZVPD basis

Results
E_LUMO, Eh: 0.021
Orbital gap, eV: 11.2
Calculated total energy, eV: -54367.2206
HOMO, hartree: -0.391

```
! wB97M-V def2-TZVPD RIJCOSX def2/J DEFGRID3
* xyz 0 1
Cl 23.6792 -8.2389 -15.2593
C 22.6378 -9.5744 -15.8333
C 23.4519 -10.8698 -16.0865
Cl 24.7670 -10.5306 -17.2708
H 22.1625 -9.3706 -16.7928
H 21.8149 -9.6738 -15.1255
H 22.8780 -11.7760 -16.2799
H 23.9612 -11.2026 -15.1821
Cl 21.8002 -16.5708 -19.1838
C 22.1826 -16.2468 -17.5616
C 22.3465 -14.8009 -17.2780
Cl 23.5921 -13.9578 -18.1858
H 23.0553 -16.7647 -17.1637
H 21.2382 -16.5568 -17.1144
H 22.4441 -14.6459 -16.2035
H 21.4061 -14.3514 -17.5971
*
```

Results of the Löwdin charge analysis, in e, for atoms 1 through 4: 0.525 -0.653 -0.645 0.509

***

C4H8Cl4 | the ωB97M-V functional and the def2-TZVPD basis

Results
E_LUMO, Eh: 0.027
Orbital gap, eV: 11.5
Calculated total energy, eV: -54367.6437
HOMO, hartree: -0.395

```
! wB97M-V def2-TZVPD RIJCOSX def2/J DEFGRID3
* xyz 0 1
Cl 3.2965 0.7015 -1.6106
C 2.4545 1.2176 -0.1207
C 1.2041 2.0243 -0.5048
Cl 0.0647 1.9283 0.8231
H 3.1519 1.8319 0.5507
H 2.2101 0.3465 0.4542
H 0.7401 1.6928 -1.4062
H 1.5323 3.0768 -0.6411
Cl -0.2071 -2.1846 -0.9638
C -1.5369 -2.2918 0.2580
C -2.2193 -1.0186 0.5711
Cl -3.2149 -0.3366 -0.7514
H -0.9565 -2.4903 1.1869
H -2.1771 -3.1023 -0.0437
H -1.4606 -0.2617 0.7831
H -2.8818 -1.1337 1.4152
*
```

Results of the Löwdin charge analysis, in e, for atoms 1 through 4: 0.537 -0.673 -0.678 0.601

***

C4H8Cl4F6Mg2N3O12S6 | the ωB97M-V functional and the def2-TZVPD basis

Results
E_LUMO, Eh: -0.213
Orbital gap, eV: 6.9
Calculated total energy, eV: -175608.0698
HOMO, hartree: -0.468

```
! wB97M-V def2-TZVPD RIJCOSX def2/J DEFGRID3
* xyz 1 1
Mg 2.9112 -1.2177 2.3769
Mg 0.0380 -1.3568 -0.7485
N -0.4767 0.1605 0.2797
S 0.1420 0.6733 1.7013
O 0.1522 2.0251 2.0175
O 1.3516 -0.0818 2.0111
F -0.8461 -0.0252 2.6585
S -1.5563 1.3500 -0.1133
O -1.0811 2.2802 -1.0487
O -2.3844 1.7367 0.9589
F -2.4895 0.3411 -0.9106
N 2.2876 -2.9408 2.0422
S 0.7491 -3.4341 1.7869
O 0.4566 -4.7812 1.9028
O 0.1469 -2.6159 0.7743
F 0.1495 -2.8392 3.0917
S 3.1958 -4.2308 1.7154
O 3.2617 -4.5903 0.3620
O 3.3336 -5.1648 2.7438
F 4.5192 -3.2429 1.9283
N 1.7293 -1.2388 -1.6305
S 3.1276 -0.5546 -1.0605
O 4.2322 -0.3651 -1.8912
O 3.3438 -0.9085 0.3092
F 2.5011 0.8690 -0.9051
S 2.2310 -1.9047 -3.0305
O 3.3165 -2.7851 -2.8954
O 2.1288 -0.9852 -4.0905
F 0.9765 -2.8799 -3.1945
Cl -3.5258 5.6065 4.0962
C -2.7697 4.0555 4.5256
C -3.7727 2.9601 4.2480
Cl -3.1378 1.3784 4.8102
H -2.4946 4.0470 5.5791
H -1.8346 3.9543 3.9791
H -4.0052 2.8679 3.1921
H -4.6720 3.1449 4.8272
Cl -1.7904 0.1081 -3.6455
C -1.6594 1.6047 -4.6364
C -1.2517 1.2810 -6.0468
Cl 0.4073 0.6338 -6.1303
H -1.0764 2.3725 -4.1369
H -2.6838 1.9798 -4.6487
H -1.2825 2.1806 -6.6587
H -1.8983 0.5325 -6.4952
*
```

Results of the Löwdin charge analysis, in e, for atoms 1 through 4: 1.057 0.803 -0.327 0.563

***

C4H8Cl4Si | the ωB97M-V functional and the def2-TZVPD basis

Results
E_LUMO, Eh: -0.025
Orbital gap, eV: 7.3
Calculated total energy, eV: -62242.1450
HOMO, hartree: -0.294

```
! wB97M-V def2-TZVPD RIJCOSX def2/J DEFGRID3
* xyz 0 1
C -2.1790 -0.4090 0.0875
C 0.3168 0.6208 -1.9561
C 0.9426 -1.7476 0.2080
C 0.9516 1.6033 1.5570
Si -0.3332 -0.3669 -0.4013
Cl -0.0124 -3.3304 -0.2561
Cl 2.3263 2.5444 0.7886
Cl -0.1946 2.6618 2.4434
Cl 1.6037 0.5652 2.8205
H -2.7558 -1.0269 -0.6540
H -2.4503 -0.9548 1.0678
H -2.4760 0.6219 -0.0116
H 0.1824 0.1684 -2.9052
H -0.1847 1.4908 -2.0487
H 1.4538 0.9644 -1.9597
H 0.8431 -1.5659 1.3603
H 1.9657 -1.8395 -0.1404
*
```

Results of the Löwdin charge analysis, in e, for atoms 1 through 4: -0.203 -0.196 -0.595 -1.595

***

C4H8Cl8 | the ωB97M-V functional and the def2-TZVPD basis

Results
E_LUMO, Eh: 0.012
Orbital gap, eV: 11.0
Calculated total energy, eV: -104456.3669
HOMO, hartree: -0.393

```
! wB97M-V def2-TZVPD RIJCOSX def2/J DEFGRID3
* xyz 0 1
Cl 0.1212 -3.6721 1.5070
C 1.5389 -3.5029 2.6181
Cl 1.0440 -4.1835 4.1361
H 2.3734 -3.9915 2.1151
H 1.8579 -2.4634 2.6930
Cl -0.9624 0.4054 -3.0279
C 0.1595 -0.8808 -2.8828
Cl 1.2439 -0.5862 -1.4291
H -0.5692 -1.6521 -2.6335
H 0.8182 -0.8922 -3.7512
Cl -1.0032 5.2988 -0.9733
C -1.7321 3.8408 -1.6649
Cl -2.4148 4.3063 -3.1698
H -0.9750 3.0572 -1.6937
H -2.4658 3.5371 -0.9181
Cl -0.6063 1.3192 0.6676
C 0.2739 0.1090 1.7796
Cl 0.2023 0.7973 3.4628
H -0.2012 -0.8716 1.7528
H 1.2967 0.0253 1.4121
*
```

Results of the Löwdin charge analysis, in e, for atoms 1 through 4: 0.465 -1.012 0.539 0.033

***

C4H8ClIN3 | the ωB97M-V functional and the def2-TZVPD basis

Results
E_LUMO, Eh: -0.121
Orbital gap, eV: 9.2
Calculated total energy, eV: -29362.4785
HOMO, hartree: -0.460

```
! wB97M-V def2-TZVPD RIJCOSX def2/J DEFGRID3
* xyz 1 1
N -0.6892 0.0337 -2.2243
C -0.0982 -0.1864 -0.9331
N 0.8216 1.0598 -0.4856
C 1.4471 0.8045 0.7607
C 0.7180 0.0652 1.7895
I 1.8269 -0.3694 3.4537
N -0.5599 -0.3846 1.5984
C -1.0535 -0.4624 0.2222
Cl -1.6490 -2.1266 0.1384
H -1.7620 0.1578 -2.0616
H -0.5438 -0.5978 -3.0360
H 0.6566 -1.0844 -0.8230
H 0.0610 1.8713 -0.5600
H 1.4530 0.9471 -1.2342
H 2.4080 1.0174 1.0439
H -1.0775 -0.9557 2.2360
H -1.9591 0.2105 0.1150
*
```

Results of the Löwdin charge analysis, in e, for atoms 1 through 4: 0.075 -0.370 0.074 -0.176

***

C4H8ClN | the ωB97M-V functional and the def2-TZVPD basis

Results
E_LUMO, Eh: 0.038
Orbital gap, eV: 10.4
Calculated total energy, eV: -18288.5418
HOMO, hartree: -0.344

```
! wB97M-V def2-TZVPD RIJCOSX def2/J DEFGRID3
* xyz 0 1
C -0.6519 -1.5735 -0.2525
C 0.4046 -0.7423 0.4291
C 0.4046 0.7423 0.4291
C -0.6519 1.5735 -0.2525
N 1.2980 0.0000 -0.4328
Cl 2.9832 0.0000 -0.0112
H -0.9096 -1.1446 -1.2152
H -1.5442 -1.6221 0.3686
H -0.2824 -2.5837 -0.4125
H 0.8429 -1.2154 1.3044
H 0.8429 1.2154 1.3044
H -0.9098 1.1445 -1.2151
H -0.2823 2.5836 -0.4127
H -1.5441 1.6223 0.3687
*
```

Results of the Löwdin charge analysis, in e, for atoms 1 through 4: -0.048 -0.377 -0.377 -0.048

***

C4H8ClN | the ωB97M-V functional and the def2-TZVPD basis

Results
E_LUMO, Eh: 0.032
Orbital gap, eV: 9.6
Calculated total energy, eV: -18289.3832
HOMO, hartree: -0.320

```
! wB97M-V def2-TZVPD RIJCOSX def2/J DEFGRID3
* xyz 0 1
C -1.0270 1.4330 0.0334
C -0.4173 0.1182 -0.0806
C -1.1302 -1.0091 -0.1647
Cl -2.8642 -0.8337 0.0465
C 1.1049 -0.0019 -0.0736
N 1.5837 -1.3501 0.1079
H -1.8192 1.5678 -0.6889
H -0.2801 2.1724 -0.0389
H -1.4266 1.5704 1.0287
H -0.7935 -1.9689 -0.4012
H 1.4462 0.7628 0.6499
H 1.3419 0.4707 -1.0181
H 2.4648 -1.5207 -0.4736
H 1.8164 -1.4109 1.0734
*
```

Results of the Löwdin charge analysis, in e, for atoms 1 through 4: -0.109 -0.402 -0.483 0.591